The following is a DFT calculation (ωB97M-V/def2-TZVPD) of 2 unconnected molecules or ions with the total composition CHBrNO2 in a non-equilibrium geometry.

Each atom is followed by the atoms it is bonded to, with distances in Å.
Geometry (Å):
1 C 0.66 0.07 -0.20  N2 1.261, Br5 1.863, H6 1.088
2 N 1.42 -0.46 0.66  C1 1.261, O3 1.233
3 O 1.16 -0.99 1.74  N2 1.233
4 O 3.42 -0.31 -0.05  no bonds
5 Br 1.39 0.81 -1.75  C1 1.863
6 H -0.42 0.15 -0.11  C1 1.088

Calculated values
Energy relative to the best compared isomer or geometry (same formula, charge and spin): 6.813 eV
Energy: -76675.16439 eV
Net charge: -1